This record from OMol25 describes 2 unconnected molecules or ions with the total composition C9H14O. The level of theory is the ωB97M-V functional and the def2-TZVPD basis.

```
24
Properties=species:S:1:pos:R:3:lowdin_charge:R:1
O 0.1698 -4.0956 -0.2466 0.052
C -0.5788 -2.8289 1.6183 -0.026
C -1.0016 -1.6335 2.1537 -0.056
C 0.0572 -1.7773 -0.3804 -0.015
C -0.9980 -0.4832 1.3728 -0.335
C -0.3764 -0.5377 0.1292 -0.017
C 0.8954 2.4663 -1.6902 -0.203
C -1.3037 0.6585 2.1836 -0.100
C -0.0308 -2.9225 0.3394 -0.400
C 1.6908 2.9905 -2.8147 -0.215
H 0.0719 1.8391 -2.0110 0.054
H -0.4190 0.8988 2.7766 0.093
H 0.4156 -1.7096 -1.4120 0.121
H -2.2161 0.6273 2.8018 0.083
H 1.1207 3.2646 -3.7402 0.067
H 1.4993 1.8572 -1.0041 0.069
H -1.6837 1.5858 1.5974 0.108
H -0.4479 0.4668 -0.3375 0.098
H 2.4230 2.3131 -3.3921 0.089
H -0.0477 -4.7486 0.5152 0.147
H 2.1959 3.9538 -2.5951 0.067
H 0.5214 3.3094 -1.1072 0.072
H -1.4437 -1.6506 3.1532 0.121
H -0.5137 -3.8439 2.0899 0.124
```

LUMO energy = 0.853 eV
DFT total energy = -11605.992 eV
SMILES string = Cc1ccc(O)cc1.CC
HOMO = -8.36 eV
HOMO-LUMO gap = 9.213 eV
Energy relative to the best compared isomer or geometry (same formula, charge and spin) = 1.645 eV